Entry 1:
Molecular formula: C26H29F33NO7
Method: DFT, ωB97M-V/def2-TZVPD

```
96
Properties=species:S:1:pos:R:3:forces:R:3
F 8.158 1.685 1.292 0.01 0.02 -0.18
F 6.235 0.891 3.005 -0.20 0.05 0.05
F -2.007 0.897 -8.307 -0.06 0.05 0.07
F -1.733 -0.938 -2.630 -0.10 -0.12 -0.04
F -8.992 -3.548 -0.974 -0.01 0.07 0.07
F -3.803 -0.633 8.986 -0.10 -0.02 0.02
F 6.190 2.189 4.775 -0.08 0.00 -0.04
F -7.993 -1.592 -0.973 -0.13 -0.05 0.10
F 8.364 0.905 5.768 0.16 0.06 -0.02
F -2.176 0.867 7.442 0.11 0.04 0.09
F -6.580 -3.686 -2.135 -0.03 -0.08 -0.07
F 8.711 1.870 3.845 0.10 0.03 0.11
F -0.992 -1.848 0.066 0.10 -0.04 0.18
F 0.852 -1.224 -3.129 0.10 0.08 -0.06
F -4.581 2.420 3.845 -0.04 0.06 0.09
F 0.297 -0.418 -8.669 -0.02 -0.10 0.00
F -1.653 0.986 -6.141 -0.11 0.12 -0.10
F 8.436 0.485 -0.520 -0.01 0.07 -0.03
F -8.280 -3.965 -3.514 0.09 -0.04 0.01
F -2.250 -1.225 -4.740 -0.01 -0.05 0.10
F -2.595 0.989 2.912 -0.01 0.01 0.06
F -1.324 -1.066 7.982 0.09 0.14 -0.01
F -1.149 -1.462 -7.368 0.05 -0.03 -0.11
F -4.598 -0.435 6.949 -0.05 -0.07 0.09
F -0.063 0.452 -4.166 0.13 0.04 0.03
F -3.976 -0.173 4.164 0.05 0.00 -0.04
F -5.356 -1.528 -0.650 0.07 0.15 0.00
F 9.715 -1.405 0.840 -0.06 -0.08 0.02
F -4.521 0.499 -0.814 -0.02 0.05 0.09
F -4.832 0.470 -3.467 -0.12 0.09 -0.09
F -6.720 0.209 -2.405 0.00 0.08 -0.11
F 7.650 -1.050 1.525 0.06 -0.09 -0.03
F -4.064 1.974 5.936 -0.14 0.15 -0.07
O 8.493 -0.367 3.974 -0.25 -0.14 -0.14
O -5.739 -1.537 -3.442 0.13 -0.19 0.18
O 2.926 2.074 -1.062 0.07 0.18 -0.03
O 0.511 -1.413 -5.304 -0.16 -0.15 -0.08
O -0.363 -0.606 1.802 -0.38 -0.19 -0.76
O -2.050 -0.784 5.922 -0.31 -0.18 -0.04
O 0.086 2.083 0.729 -0.05 0.03 0.04
N -1.248 1.695 0.606 -0.08 -0.08 -0.03
C 8.933 0.745 0.711 0.01 -0.05 0.12
C 4.876 0.912 -0.138 0.01 -0.19 -0.15
C 8.090 0.843 4.446 -0.19 0.05 0.15
C -0.287 -0.431 -7.438 -0.03 0.12 -0.06
C 4.062 1.262 -1.383 -0.03 -0.11 0.02
C 8.902 -0.550 1.529 0.02 0.09 -0.10
C 1.702 1.404 -1.025 0.01 -0.06 0.07
C -2.266 -0.457 7.235 -0.02 -0.18 0.11
C -7.016 -2.045 -3.779 -0.13 0.05 -0.30
C -1.464 0.405 -0.092 -0.07 -0.07 0.10
C -5.572 -0.399 -2.731 0.20 0.10 0.10
C -3.581 2.088 4.692 0.13 -0.11 -0.05
C -0.861 -0.705 0.729 0.32 0.11 0.50
C -1.334 -1.515 -3.814 0.09 0.10 -0.04
C 0.025 -0.894 -4.165 -0.12 -0.15 0.19
C 0.854 -0.627 -6.434 0.29 0.07 -0.04
C 0.675 2.425 -0.560 -0.16 0.16 -0.16
C 6.567 0.979 4.312 0.18 -0.01 0.01
C -8.591 -2.524 -1.751 0.07 -0.04 -0.11
C -1.059 0.890 -7.355 0.10 -0.10 -0.01
C -3.627 -0.993 7.702 0.15 0.04 -0.03
C -3.010 0.738 4.242 -0.11 0.02 -0.09
C 9.460 -0.493 2.955 0.29 -0.07 0.11
C -7.583 -3.053 -2.776 -0.13 -0.02 0.05
C -4.730 -0.682 -1.481 -0.03 -0.15 0.07
C -1.772 0.194 4.961 0.36 0.06 -0.18
H 1.160 3.386 -0.402 0.08 -0.04 0.01
H -2.813 2.867 4.660 -0.03 0.02 0.04
H 9.955 1.118 0.614 -0.02 0.03 -0.02
H 4.488 1.451 0.723 0.03 0.06 0.02
H 10.239 0.265 3.035 -0.02 0.02 -0.05
H 1.296 0.327 -6.146 -0.06 0.02 -0.01
H -1.173 1.014 5.362 -0.06 0.03 -0.02
H 6.067 0.191 4.878 -0.04 0.00 -0.02
H -6.861 -2.609 -4.697 0.01 0.05 -0.01
H -0.128 2.564 -1.287 -0.03 0.03 -0.02
H -1.248 -2.593 -3.675 -0.03 0.00 0.01
H -1.058 0.434 -1.103 0.09 0.05 0.11
H -9.457 -2.083 -2.250 -0.02 0.01 0.04
H -1.599 1.602 1.572 0.13 0.06 0.03
H 1.435 1.014 -2.015 0.02 -0.02 0.02
H 4.839 -0.156 0.074 -0.01 0.00 0.10
H 1.607 -1.211 -6.959 0.01 0.01 0.04
H 9.916 -1.469 3.118 0.01 0.03 0.03
H -3.657 -2.080 7.605 -0.06 0.00 0.02
H 5.923 1.177 -0.269 -0.01 0.03 0.06
H -1.188 -0.313 4.192 0.01 0.03 0.06
H -7.730 -1.247 -3.982 -0.02 -0.01 0.06
H 3.718 0.359 -1.894 0.01 -0.01 -0.06
H -0.388 1.741 -7.499 -0.04 0.03 -0.01
H 1.711 0.563 -0.317 0.03 -0.02 0.00
H -1.779 2.438 0.140 -0.02 0.01 0.02
H 4.651 1.833 -2.097 0.00 0.08 0.03
H -2.544 0.253 -0.170 0.07 0.07 0.01
H -3.760 -1.088 -1.760 -0.04 -0.10 -0.09
```
Forces are in eV/Å.

As for the total charge: +1. The calculation puts the electronic energy at -4884.84694 Ha. The orbital gap comes out at 9.9 eV. As for the HOMO energy: -12.6 eV.

=====

Entry 2:
Molecular formula: C21H30N4O3
Method: DFT, ωB97M-V/def2-TZVPD

```
58
Properties=species:S:1:pos:R:3:forces:R:3
O 1.124 -2.227 2.412 0.03 -0.35 0.25
O 0.749 -1.376 -2.604 0.21 0.18 -0.03
O -0.581 7.197 1.385 0.01 -0.26 0.21
N 2.101 2.301 1.419 0.42 -0.16 0.09
N -0.612 -3.844 -0.376 -0.11 -0.12 0.20
N 0.921 -0.294 1.285 -0.08 0.37 0.19
N -0.616 -3.108 -2.992 -0.21 -0.21 -0.48
C -1.811 -4.106 -1.142 0.09 -0.34 -0.20
C -2.533 -5.365 -0.675 -0.09 0.29 -0.09
C 0.105 6.014 1.326 -0.03 -0.10 0.14
C -2.551 -4.535 -3.504 0.18 -0.17 0.13
C 2.034 1.438 2.579 -0.26 -0.10 0.11
C -1.353 -4.287 -2.591 -0.38 -0.06 0.21
C 0.965 0.553 0.114 0.32 0.18 -0.36
C 1.289 -2.364 0.031 -0.03 0.06 0.05
C -3.729 -5.647 -1.580 0.16 -0.19 0.00
C 1.124 -1.629 1.349 0.05 -0.22 -0.33
C 0.841 0.474 2.514 0.15 0.00 0.42
C -0.108 5.126 2.377 -0.03 0.33 -0.19
C 0.983 5.642 0.316 -0.20 0.27 -0.01
C -0.390 8.126 0.349 0.03 0.12 -0.14
C 2.171 1.504 0.211 -0.33 -0.15 -0.24
C 1.618 4.415 0.361 -0.05 -0.19 0.08
C 1.396 3.504 1.396 -0.05 0.36 -0.06
C -3.293 -5.785 -3.037 -0.13 0.21 0.01
C -0.068 -2.537 -0.674 0.23 0.32 0.02
C 0.518 3.898 2.411 0.06 -0.11 -0.05
C 0.082 -2.302 -2.177 -0.02 0.10 0.15
H -2.214 -4.661 -4.535 0.00 0.07 -0.06
H 2.955 0.845 2.595 -0.07 0.01 0.08
H 2.004 2.037 3.488 0.04 -0.03 0.00
H -0.493 -2.949 -3.983 0.08 0.11 0.12
H -2.636 -6.651 -3.137 0.00 -0.09 -0.05
H -0.771 -3.930 0.623 0.00 -0.01 -0.04
H 0.048 1.157 0.095 0.04 -0.04 -0.07
H -2.865 -5.236 0.357 0.05 -0.02 0.07
H -0.101 1.032 2.522 0.03 -0.03 0.03
H -4.447 -4.827 -1.494 -0.09 0.00 0.02
H -0.694 7.717 -0.621 0.03 0.01 0.03
H -0.684 -5.159 -2.627 -0.15 0.02 0.09
H 1.193 6.301 -0.511 0.00 0.08 -0.06
H 1.683 -3.356 0.252 -0.01 0.12 0.03
H 0.307 3.248 3.245 -0.01 -0.09 0.05
H 3.094 0.916 0.241 -0.03 0.01 -0.09
H 2.316 4.175 -0.426 0.08 -0.03 -0.04
H -0.753 -1.725 -0.346 0.15 -0.14 -0.12
H -4.166 -5.952 -3.670 0.04 -0.08 -0.04
H 0.860 -0.227 3.350 -0.06 0.13 -0.08
H -3.217 -3.670 -3.467 0.00 0.08 -0.04
H 1.016 -0.024 -0.808 -0.05 -0.01 0.05
H -1.833 -6.202 -0.702 0.07 -0.06 0.04
H 2.192 2.141 -0.670 0.06 -0.03 0.02
H 0.652 8.458 0.291 -0.03 -0.02 -0.01
H -2.517 -3.251 -1.104 0.05 -0.09 -0.07
H 1.987 -1.846 -0.626 -0.06 0.00 0.02
H -4.227 -6.562 -1.257 -0.08 0.04 0.03
H -0.785 5.417 3.166 -0.08 0.03 0.10
H -1.025 8.977 0.593 0.06 -0.03 -0.07
```
Forces are in eV/Å.

The energy above the lowest of the compared OMol25 structures with the same formula, charge and spin comes out at 40.8 kcal/mol. The structure (SMILES) is COc1ccc(N2CCN(C(=O)C[C@@H]3N[C@@H]4CCCC[C@H]4NC3=O)CC2)cc1. As for the total charge: 0. The calculation puts the electronic energy at -1262.99839 Ha. The orbital gap comes out at 8.0 eV. As for the HOMO energy: -7.2 eV.

=====

Entry 3:
Molecular formula: C8H16OS
Method: DFT, ωB97M-V/def2-TZVPD

```
26
Properties=species:S:1:pos:R:3:forces:R:3
S -0.350 0.360 0.162 1.26 -0.12 1.79
O -1.782 0.353 0.210 -2.66 -0.47 0.25
C 1.376 0.768 -1.711 1.32 -1.25 -0.51
C 0.009 -1.312 2.337 -2.22 0.76 2.40
C 0.079 0.030 -1.568 1.85 2.59 1.99
C -0.686 2.407 2.024 -2.33 -2.99 -1.39
C 0.011 -2.318 0.090 2.35 1.57 -1.95
C -0.869 0.153 -2.652 0.59 0.76 -1.93
C 0.387 -1.176 0.934 -0.28 1.86 -0.57
C 0.431 1.585 1.435 -0.06 -0.55 -1.01
H -0.237 0.438 -3.580 -1.29 0.01 1.33
H -1.628 1.834 2.413 1.72 0.32 -0.17
H 0.054 -0.422 3.000 1.10 -0.18 -0.69
H -0.306 2.999 2.778 0.80 1.41 1.49
H -0.812 -2.748 0.498 -2.90 -1.36 0.23
H 2.021 0.120 -2.324 -0.06 0.48 -0.71
H -1.229 2.952 1.280 0.02 1.04 -0.69
H 0.587 -2.128 2.791 -0.55 0.08 0.04
H 1.274 1.795 -2.177 0.29 -1.06 0.78
H -1.093 -1.396 2.421 0.36 -1.10 -0.11
H 1.948 0.673 -0.769 -0.34 1.09 -0.21
H 1.419 -0.989 0.979 1.61 0.50 -0.71
H 0.807 -2.997 0.089 1.16 -1.44 0.23
H -1.688 0.861 -2.434 0.27 -0.34 -0.28
H -1.239 -0.812 -2.905 -0.94 -0.80 -0.12
H 0.063 -1.924 -0.958 -1.05 -0.82 0.51
```
Forces are in eV/Å.

The energy above the lowest of the compared OMol25 structures with the same formula, charge and spin comes out at 206.2 kcal/mol. As for the total charge: 0. The calculation puts the electronic energy at -787.52392 Ha. The orbital gap (alpha / beta) comes out at 6.0 / 8.1 eV. As for the HOMO energy (alpha / beta): -7.1 / -7.8 eV.

=====

Entry 4:
Molecular formula: C23H41Br15HgN2O2
Method: DFT, ωB97M-V/def2-TZVPD

```
84
Properties=species:S:1:pos:R:3:forces:R:3
Hg 15.968 -17.027 2.153 -0.65 0.95 0.58
Br 12.970 -21.772 4.096 0.07 1.11 0.90
Br 15.314 -24.499 -0.501 1.69 0.28 0.44
Br 12.060 -16.719 -4.412 1.14 0.79 0.95
Br 13.812 -20.696 7.089 -0.15 0.15 -0.97
Br 18.732 -14.021 0.354 -0.34 -0.03 -1.01
Br 18.642 -25.167 -0.874 -1.25 0.59 0.53
Br 20.402 -17.133 -2.852 -0.80 -1.09 -0.97
Br 16.419 -12.489 -1.374 0.60 -1.08 0.38
Br 12.418 -14.493 -1.987 0.54 -0.65 -0.85
Br 18.599 -14.056 -3.053 -0.35 0.08 1.55
Br 18.544 -16.609 -5.449 0.54 -1.38 0.46
Br 20.829 -18.982 -5.462 -0.73 0.37 0.34
Br 11.914 -18.813 5.297 0.31 -0.85 -0.03
Br 15.080 -15.284 -3.782 -1.65 -0.70 0.59
Br 17.679 -23.160 1.495 -0.53 -0.44 -0.95
O 15.151 -16.508 0.007 0.93 -1.23 1.80
O 15.998 -17.597 4.416 0.11 0.49 -1.33
N 14.923 -17.957 0.085 -1.90 -0.42 0.71
N 16.795 -16.368 4.361 0.05 1.04 -1.19
C 19.038 -15.261 4.583 -0.05 0.03 0.85
C 19.472 -18.050 -4.409 0.86 1.37 0.04
C 13.138 -19.660 -0.311 0.03 -2.27 -0.20
C 18.579 -17.332 5.897 -1.06 -0.74 0.27
C 14.156 -20.889 -0.436 0.21 2.30 0.96
C 18.953 -17.364 3.449 -1.68 -1.34 -0.71
C 18.241 -16.609 4.575 1.83 0.77 0.98
C 13.338 -20.182 5.261 -0.27 0.09 -0.15
C 14.843 -14.721 4.149 -0.12 -0.89 0.38
C 17.219 -23.869 -0.274 0.22 -0.46 -0.54
C 13.532 -18.419 0.501 -0.07 -0.92 -0.49
C 15.668 -15.333 6.456 -0.77 -1.20 -0.69
C 15.576 -20.345 -0.119 -0.22 -0.43 -0.05
C 16.103 -18.896 -2.045 -0.55 2.85 1.73
C 15.925 -18.869 -0.402 0.54 -0.74 -2.13
C 17.644 -14.061 -1.291 -0.06 0.86 -0.58
C 12.342 -17.448 0.304 1.16 0.86 0.05
C 17.006 -13.891 4.880 -0.02 -0.31 0.99
C 17.283 -18.575 0.287 -0.27 -0.59 -0.96
C 16.109 -15.169 4.988 0.05 2.03 -0.76
C 18.401 -14.158 5.387 -0.73 0.33 -0.83
C 13.511 -18.802 2.023 0.14 1.00 -1.32
C 13.314 -15.915 -3.039 -0.36 0.39 -0.26
H 16.096 -17.844 -2.332 -0.18 0.48 0.02
H 16.201 -20.944 -0.781 0.72 0.09 0.44
H 12.481 -18.901 2.365 0.16 -0.79 -0.02
H 11.463 -17.820 0.829 0.14 -0.07 -0.01
H 15.108 -16.263 6.359 -0.03 -0.37 0.78
H 17.309 -18.903 1.326 -0.33 -0.19 0.36
H 12.641 -16.485 0.719 -0.23 0.14 0.15
H 19.540 -17.846 5.898 0.40 0.76 -0.07
H 18.015 -19.226 -0.190 0.41 0.34 -0.05
H 16.408 -15.408 7.253 0.30 -0.11 -0.41
H 20.013 -17.563 3.603 -0.09 0.49 0.14
H 13.997 -21.661 0.316 -0.45 0.07 -0.03
H 18.965 -13.232 5.278 0.29 -0.07 0.32
H 17.319 -23.098 -1.037 -0.11 0.04 0.55
H 19.280 -14.980 3.559 -0.17 0.30 -0.02
H 17.574 -17.526 0.239 0.20 0.00 -0.45
H 17.084 -14.995 -1.240 -0.17 0.32 -0.08
H 12.777 -19.413 -1.309 0.27 0.37 -0.10
H 14.327 -13.855 4.562 0.48 0.19 0.42
H 13.827 -17.915 2.572 0.27 0.03 0.36
H 14.148 -19.629 4.784 0.14 -0.40 0.31
H 15.821 -20.550 0.923 0.03 -0.25 0.07
H 18.744 -18.780 -4.056 0.18 0.38 0.01
H 14.931 -14.595 6.771 0.16 0.27 -0.31
H 14.187 -19.645 2.169 -0.31 -0.03 0.46
H 18.762 -16.925 2.470 0.40 0.69 -0.10
H 12.048 -17.237 -0.725 0.20 -0.29 -0.13
H 12.268 -20.105 0.173 -0.31 0.27 0.12
H 18.430 -16.673 6.752 0.40 0.02 0.04
H 15.077 -14.422 3.127 0.36 -0.22 -0.14
H 19.971 -15.367 5.137 0.40 -0.87 -0.52
H 13.447 -16.714 -2.309 0.52 0.19 -0.31
H 18.335 -14.449 6.435 0.25 0.11 0.10
H 17.931 -18.187 6.090 -0.59 0.11 -0.28
H 17.023 -13.373 3.921 -0.04 -0.51 -0.38
H 14.111 -21.386 -1.405 -0.08 0.32 -0.06
H 15.165 -19.244 -2.479 0.46 -0.76 -0.22
H 17.075 -19.152 -2.466 -0.25 -1.16 0.27
H 18.491 -18.340 3.301 -0.01 -0.46 0.41
H 16.576 -13.168 5.573 -0.39 0.09 -0.06
H 14.034 -15.452 4.122 0.17 -0.51 -0.05
```
Forces are in eV/Å.

The energy above the lowest of the compared OMol25 structures with the same formula, charge and spin comes out at 6.2 kcal/mol. As for the total charge: 0. The calculation puts the electronic energy at -39924.23177 Ha. The orbital gap comes out at 6.3 eV. As for the HOMO energy: -7.5 eV.